# 1
The following is a quantum chemistry calculation of the molecule C7H13N3O3, from the OMol25 dataset.

Atoms and positions in Å:
1 C -4.364 -0.942 0.292
2 C -3.205 -0.006 -0.362
3 C -1.122 0.505 -0.153
4 C 1.146 1.418 0.583
5 C 2.508 1.491 -0.207
6 C 2.163 -1.051 -0.571
7 C 0.868 -1.053 0.311
8 H -5.293 -0.370 0.199
9 H -4.517 -1.841 -0.287
10 H -4.234 -1.328 1.351
11 H -3.354 0.205 -1.403
12 H -3.273 0.969 0.231
13 H 1.425 1.455 1.644
14 H 0.421 2.150 0.323
15 H 3.232 2.134 0.200
16 H 2.465 1.873 -1.236
17 H 2.670 -1.961 -0.214
18 H 1.923 -1.051 -1.660
19 H 1.273 -1.216 1.346
20 H 0.008 -1.824 0.014
21 N 0.259 0.274 0.178
22 N 3.144 0.173 -0.393
23 N 4.374 -0.011 0.144
24 O -1.884 -0.544 -0.220
25 O -1.516 1.635 -0.223
26 O 4.884 -1.085 0.113

Results
HOMO level   -8.9197 eV
Energy relative to the best compared isomer or geometry (same formula, charge and spin)   116.2 kcal/mol
Kohn-Sham gap   9.7 eV
SMILES   CCOC(=O)N1CCN(N=O)CC1

Mulliken atomic charge list, values in e, 4 entries:
1. C -1.123
2. C -0.318
3. C 0.742
4. C -0.677

=====

# 2
The following is a quantum chemistry calculation of a structure of composition C46H69Br3HfN7O7, from the OMol25 dataset.

Atoms and positions in Å:
1 Hf 0.421 2.489 1.324
2 C -2.210 2.387 4.697
3 C -1.463 1.211 5.325
4 C -2.546 0.198 5.874
5 C -1.987 -1.194 6.209
6 C -1.171 -1.744 5.076
7 C -0.079 -0.872 4.529
8 N -0.657 0.508 4.267
9 O 0.145 1.336 3.406
10 C 0.342 -1.619 3.190
11 C 1.163 -0.863 5.488
12 C -0.564 1.746 6.541
13 H -2.750 2.895 5.496
14 H -2.990 2.027 4.026
15 H -1.577 3.188 4.317
16 H -3.301 0.068 5.099
17 H -3.120 0.537 6.736
18 H -2.801 -1.831 6.554
19 H -1.361 -1.101 7.096
20 H -1.872 -2.082 4.314
21 H -0.713 -2.659 5.451
22 H -0.428 -1.630 2.418
23 H 0.505 -2.681 3.379
24 H 1.309 -1.358 2.762
25 H 1.692 0.011 5.107
26 H 1.725 -1.796 5.441
27 H 0.834 -0.752 6.521
28 H -0.050 0.956 7.088
29 H -1.107 2.324 7.289
30 H 0.223 2.388 6.146
31 C 1.943 5.317 -2.505
32 C 0.359 5.429 -2.429
33 C -0.101 5.964 -3.832
34 C -0.185 4.952 -4.942
35 C -0.969 3.725 -4.491
36 C -0.452 3.074 -3.226
37 N -0.324 4.112 -2.160
38 O 0.054 3.532 -0.883
39 C 0.844 2.187 -3.540
40 C -1.636 2.095 -2.922
41 C -0.083 6.548 -1.436
42 H 2.339 4.898 -1.579
43 H 2.425 6.284 -2.355
44 H 2.414 4.722 -3.287
45 H 0.620 6.705 -4.177
46 H -1.031 6.501 -3.641
47 H 0.839 4.684 -5.201
48 H -0.813 5.354 -5.737
49 H -1.126 3.034 -5.318
50 H -1.978 4.125 -4.392
51 H 1.107 1.473 -2.760
52 H 1.739 2.808 -3.573
53 H 0.669 1.703 -4.501
54 H -1.528 1.667 -1.925
55 H -1.643 1.223 -3.576
56 H -2.583 2.615 -3.069
57 H -1.113 6.869 -1.590
58 H 0.523 7.447 -1.551
59 H 0.101 6.206 -0.417
60 C 0.782 -1.756 -0.480
61 C -0.235 -0.626 -0.587
62 C -1.677 -1.170 -0.405
63 O 0.030 0.493 0.136
64 H 1.820 -1.440 -0.380
65 H 0.866 -2.353 -1.388
66 H 0.595 -2.421 0.363
67 H -0.171 -0.335 -1.635
68 H -1.652 -2.090 -0.990
69 H -2.447 -0.604 -0.929
70 H -1.842 -1.453 0.635
71 N 4.139 -2.250 3.299
72 C 5.175 -1.304 3.272
73 C 5.432 -0.982 1.922
74 C 4.524 -1.727 1.111
75 C 3.806 -2.517 2.016
76 H 3.710 -2.614 4.138
77 H 5.636 -0.850 4.136
78 H 6.140 -0.230 1.604
79 H 4.330 -1.713 0.049
80 H 3.000 -3.209 1.825
81 N 4.835 -1.657 -3.788
82 C 5.525 -1.425 -4.955
83 C 4.945 -0.277 -5.462
84 C 3.906 0.162 -4.645
85 C 3.751 -0.818 -3.716
86 H 5.074 -2.349 -3.093
87 H 6.346 -2.062 -5.249
88 H 5.313 0.391 -6.227
89 H 3.353 1.081 -4.774
90 H 3.124 -0.855 -2.838
91 N 3.592 3.192 1.972
92 C 3.320 3.270 0.601
93 C 2.940 1.985 0.223
94 C 2.780 1.149 1.308
95 C 3.165 1.935 2.431
96 H 3.920 3.985 2.504
97 H 3.650 4.168 0.099
98 H 2.912 1.746 -0.830
99 H 2.610 0.090 1.187
100 H 3.238 1.629 3.464
101 C 2.981 -5.360 -2.522
102 Br 4.780 -5.377 -3.348
103 Br 1.744 -4.075 -3.345
104 Br 3.143 -5.049 -0.537
105 H 2.580 -6.369 -2.622
106 C -5.360 -1.687 1.099
107 C -4.384 -1.460 2.110
108 C -3.689 -0.258 2.043
109 C -4.043 0.735 1.139
110 C -4.977 0.462 0.158
111 C -5.631 -0.760 0.087
112 N -3.235 2.012 1.083
113 O -2.027 2.101 1.572
114 O -3.811 2.954 0.616
115 H -5.927 -2.600 0.997
116 H -4.046 -2.182 2.839
117 H -3.015 0.012 2.842
118 H -5.289 1.188 -0.578
119 H -6.551 -0.807 -0.477
120 C -3.619 -4.354 -2.674
121 C -2.698 -4.622 -3.701
122 C -2.611 -5.898 -4.287
123 C -3.525 -6.855 -3.921
124 C -4.496 -6.601 -2.894
125 C -4.465 -5.351 -2.242
126 N -3.547 -8.131 -4.631
127 O -4.634 -8.642 -4.763
128 O -2.458 -8.541 -4.982
129 H -3.439 -3.398 -2.205
130 H -1.934 -3.930 -4.023
131 H -1.865 -6.257 -4.980
132 H -5.074 -7.397 -2.448
133 H -5.158 -5.028 -1.480

Results
HOMO level   -9.6101 eV
Kohn-Sham gap   5.0 eV
Charge   +1

Mulliken atomic charge list, values in e, 4 entries:
1. Hf 1.351
2. C -1.544
3. C 1.075
4. C -0.892